57
Properties=species:S:1:pos:R:3 method="wB97M-V/def2-TZVPD" molar_mass_g_mol=630.2 e_above_lowest_kcal_mol=24.03
Sn -0.274 -0.017 0.071
C 2.987 -1.547 -1.674
Si 2.273 -0.712 -0.100
C 2.978 -1.559 1.461
C 2.908 1.113 -0.105
C 4.300 1.196 -0.101
C 4.979 2.397 -0.133
C 4.260 3.577 -0.183
C 2.879 3.523 -0.175
C 2.174 2.319 -0.128
Si 0.259 2.528 -0.074
C -0.311 3.431 -1.665
C -0.228 3.545 1.474
H 4.067 -1.612 -1.587
H 2.761 -0.984 -2.575
H 2.610 -2.555 -1.802
H 4.058 -1.647 1.392
H 2.571 -2.556 1.577
H 2.747 -0.991 2.357
H 4.875 0.281 -0.073
H 6.059 2.412 -0.127
H 4.774 4.528 -0.225
H 2.327 4.451 -0.211
H -0.037 4.480 -1.630
H -1.388 3.371 -1.783
H 0.152 2.994 -2.545
H 0.414 4.412 1.599
H -0.149 2.932 2.367
H -1.254 3.892 1.390
C -4.703 0.175 1.254
C -3.830 0.289 0.012
C -4.657 0.722 -1.202
O -2.806 1.258 0.195
C -3.246 -1.085 -0.388
O -3.957 -2.069 -0.397
O -2.027 -1.111 -0.801
H -5.304 1.075 1.373
H -4.088 0.035 2.143
H -5.356 -0.686 1.149
H -5.129 1.682 -1.005
H -5.415 -0.026 -1.420
H -3.986 0.827 -2.052
H -2.679 1.379 1.141
N -1.193 -3.635 -1.467
C -0.044 -3.805 -0.837
O 0.466 -2.945 -0.133
C 0.639 -5.158 -0.950
I 0.733 -5.911 -2.961
H -1.665 -2.738 -1.307
H -1.644 -4.346 -2.015
H 0.082 -5.890 -0.369
H 1.659 -5.105 -0.579
C -1.133 -1.271 2.782
O -0.829 -0.103 2.079
H -1.053 -1.063 3.855
H -0.448 -2.085 2.545
H -2.154 -1.609 2.567

52
Properties=species:S:1:pos:R:3 method="wB97M-V/def2-TZVPD" molar_mass_g_mol=510.8 e_above_lowest_kcal_mol=44.97 charge=+1
Ir -0.569 0.196 1.248
C -2.127 0.404 2.650
C -2.869 0.738 1.446
C -2.363 1.916 0.989
C -1.320 2.355 1.885
C -1.268 1.506 2.973
H -2.362 -0.393 3.337
H -3.621 0.108 1.000
H -2.721 2.453 0.120
H -0.718 3.242 1.758
H -0.630 1.578 3.837
C -2.049 -2.080 -1.060
Si -0.383 -1.365 -0.551
C 0.381 -0.588 -2.126
C 0.803 -2.743 -0.032
C 0.943 -3.940 -0.734
C 1.846 -4.907 -0.322
C 2.633 -4.682 0.803
C 2.508 -3.494 1.505
C 1.598 -2.514 1.101
Si 1.389 -0.882 2.037
C 1.296 -1.208 3.886
C 2.800 0.323 1.663
H -1.937 -2.862 -1.815
H -2.709 -1.312 -1.472
H -2.549 -2.520 -0.195
H 0.867 -1.406 -2.663
H 1.178 0.142 -1.935
H -0.361 -0.160 -2.807
H 0.334 -4.134 -1.612
H 1.938 -5.837 -0.868
H 3.337 -5.437 1.130
H 3.125 -3.337 2.384
H 2.233 -1.628 4.259
H 0.500 -1.921 4.103
H 1.100 -0.292 4.447
H 3.746 -0.176 1.895
H 2.733 1.229 2.266
H 2.834 0.612 0.610
N -1.692 3.370 -3.894
C -0.406 3.924 -3.471
C -0.244 3.715 -1.964
N -0.689 2.325 -1.644
H -1.673 3.074 -4.861
H -2.446 4.041 -3.801
H -1.366 2.084 -2.395
H -0.281 4.985 -3.691
H 0.388 3.389 -3.994
H -0.869 4.399 -1.392
H 0.789 3.842 -1.650
H 0.069 1.639 -1.648
H -1.148 2.227 -0.732

56
Properties=species:S:1:pos:R:3 method="wB97M-V/def2-TZVPD" molar_mass_g_mol=445.9 s_squared=0.755 multiplicity=2 charge=+1
Rb -0.697 2.041 -1.131
C -0.410 -1.413 -1.435
C -1.776 -2.034 -1.375
C -1.576 -3.500 -0.991
C -2.825 -4.326 -0.628
C -3.434 -3.622 0.549
C -3.750 -2.079 0.418
N -2.645 -1.425 -0.343
O -2.761 -0.013 -0.397
C -3.899 -1.661 1.915
C -5.084 -1.935 -0.222
C -2.615 -2.001 -2.715
H 0.084 -1.293 -0.471
H -0.460 -0.462 -1.965
H 0.260 -1.959 -2.099
H -0.769 -3.652 -0.274
H -1.305 -4.019 -1.911
H -2.358 -5.279 -0.379
H -3.554 -4.338 -1.438
H -2.758 -3.805 1.384
H -4.248 -4.306 0.785
H -4.131 -2.477 2.600
H -4.762 -1.010 2.052
H -2.931 -1.373 2.326
H -5.444 -0.929 -0.441
H -5.823 -2.384 0.442
H -5.127 -2.504 -1.151
H -2.051 -2.422 -3.547
H -2.828 -0.953 -2.925
H -3.568 -2.519 -2.823
C 5.558 0.211 0.068
C 5.098 1.110 -1.083
C 4.915 0.441 -2.382
O 3.887 1.172 -2.989
C 3.125 1.684 -1.990
O 1.984 2.109 -2.234
O 3.719 1.436 -0.872
H 4.854 -0.613 0.185
H 5.486 0.739 1.019
H 6.537 -0.206 -0.169
H 5.848 1.872 -1.298
H 4.681 -0.624 -2.408
H 5.859 0.518 -2.922
C 2.156 5.948 2.608
C 2.118 4.483 2.158
C 2.058 3.520 3.294
O 0.871 2.858 3.093
C 0.199 3.359 1.963
O -0.834 2.878 1.570
O 0.948 4.417 1.453
H 2.415 6.542 1.732
H 2.795 6.223 3.448
H 1.232 6.444 2.902
H 2.905 4.255 1.439
H 1.922 4.040 4.242
H 2.903 2.835 3.362

60
Properties=species:S:1:pos:R:3 method="wB97M-V/def2-TZVPD" molar_mass_g_mol=461.4 e_above_lowest_kcal_mol=26.84 charge=+1
Ca 0.004 -0.114 -0.035
C 3.192 -0.316 -3.075
C 2.746 -0.673 -1.803
N 1.586 -0.074 -1.530
N 1.266 0.668 -2.610
C 2.215 0.539 -3.550
B -0.003 1.558 -2.670
N 0.000 2.513 -1.457
C 0.001 3.857 -1.468
C 0.002 4.306 -0.162
C 0.001 3.138 0.604
N 0.000 2.065 -0.185
N -1.271 0.667 -2.606
C -2.221 0.534 -3.544
C -3.190 -0.331 -3.069
C -2.737 -0.689 -1.800
N -1.580 -0.082 -1.529
H 4.092 -0.630 -3.574
H 3.213 -1.313 -1.071
H 2.147 1.063 -4.488
H -0.004 2.179 -3.687
H 0.003 4.407 -2.394
H 0.003 5.324 0.184
H 0.002 3.022 1.676
H -2.161 1.063 -4.480
H -4.089 -0.650 -3.566
H -3.194 -1.339 -1.069
C 1.871 -1.139 7.336
C 1.546 0.018 6.400
N 1.093 -0.455 5.093
C -0.020 -0.138 4.431
S -0.097 -0.409 2.759
N -1.070 0.390 5.077
C -1.516 0.048 6.434
C -1.840 1.286 7.257
H 2.248 -0.759 8.285
H 2.636 -1.780 6.898
H 0.987 -1.748 7.531
H 2.441 0.623 6.243
H 0.787 0.668 6.827
H 1.805 -0.861 4.507
H -1.814 0.653 4.451
H -0.750 -0.554 6.918
H -2.407 -0.577 6.346
H -0.962 1.921 7.375
H -2.195 0.994 8.245
H -2.622 1.872 6.774
C 1.538 -3.777 0.481
P -0.006 -2.890 0.037
C -1.216 -3.760 1.105
C -0.356 -3.651 -1.595
H 1.376 -4.855 0.454
H 1.860 -3.487 1.481
H 2.323 -3.518 -0.231
H -1.122 -4.841 0.990
H -2.229 -3.458 0.837
H -1.039 -3.488 2.146
H -0.323 -4.738 -1.525
H 0.390 -3.314 -2.316
H -1.340 -3.342 -1.949

Taking the records one at a time from the top gives largest force on an atom values of 2.68; 2.14; 5.46; 3.08 eV/Å.
Taking the records one at a time from the top gives E values of -59532.9409; -39684.8227; -34586.0240; -69292.1304 eV.